60
Properties=species:S:1:pos:R:3 method="wB97M-V/def2-TZVPD" lumo_ev="0.2 / -0.6" homo_lumo_gap_ev="5.81 / 6.47" multiplicity=6
Mn 0.941 0.044 -0.428
S -0.575 -0.902 -2.001
O 2.729 1.459 3.781
O -0.224 -0.901 2.050
O 3.207 -1.161 -1.651
O -0.908 1.406 1.342
O 2.692 1.407 -2.294
O 5.052 0.682 -1.193
N 2.279 -1.301 -0.771
N -2.692 -1.873 -0.680
N 1.668 1.497 -1.423
N -2.711 0.420 -1.147
N 0.590 -1.137 1.058
N -0.057 1.492 0.312
C 1.007 2.671 -1.354
C 1.258 3.806 -2.281
C 4.726 0.802 0.194
C -2.090 -0.762 -1.193
C 1.132 -2.390 0.938
C -4.124 -3.001 0.967
C -0.878 3.834 -0.040
C -4.414 1.658 0.141
C -3.131 -1.878 0.748
C 0.680 -3.504 1.813
C -4.161 0.611 -0.930
C 2.114 -2.474 -0.082
C 0.021 2.684 -0.323
C 2.890 -3.678 -0.469
H -3.586 -0.906 0.969
H 5.978 0.945 -1.304
H -4.597 0.940 -1.886
H 0.308 4.132 -2.732
H 2.609 0.587 3.382
H -2.186 -2.738 -0.907
H -0.356 4.777 -0.270
H -2.248 1.174 -1.667
H -0.656 0.458 1.738
H -3.785 1.511 1.030
H 2.756 -4.490 0.251
H -1.792 3.789 -0.661
H 1.668 4.668 -1.732
H -4.575 -2.893 1.957
H 2.560 -4.060 -1.446
H 1.948 3.519 -3.086
H 3.059 0.465 -2.143
H -5.465 1.629 0.460
H -1.200 3.852 1.010
H -4.213 2.661 -0.258
H 2.557 2.070 3.059
H 0.933 -3.298 2.864
H 4.339 -0.150 0.575
H -3.620 -3.970 0.915
H -0.411 -3.639 1.753
H 1.149 -4.454 1.524
H -2.243 -1.973 1.400
H 3.959 -3.437 -0.530
H 5.650 1.048 0.741
H -4.619 -0.347 -0.673
H 3.983 1.596 0.362
H -4.925 -2.977 0.220